{"formula": "C5H12GdO3", "method": "ωB97M-V/def2-TZVPD", "symbols": ["C", "H", "H", "H", "O", "C", "H", "H", "O", "C", "C", "O", "C", "Gd", "H", "H", "H", "H", "H", "H", "H"], "coordinates": [[-2.16851, 0.82736, 2.06000], [-2.63706, 0.04434, 2.66680], [-2.94862, 1.34002, 1.48995], [-1.58872, 1.56372, 2.62967], [-1.29878, 0.19480, 1.10624], [-0.08062, -0.19111, 1.53763], [0.46676, 0.65276, 1.98481], [-0.09180, -1.16052, 2.05067], [-0.98631, -1.12081, -2.31402], [-0.48659, -1.98390, -1.51058], [0.93860, -0.55846, -0.16687], [0.82100, 0.70324, -0.82684], [2.01503, 1.23454, -1.38174], [-1.28558, 1.12634, -1.80650], [0.13144, -2.81264, -1.90011], [-1.10817, -2.23832, -0.63060], [1.50649, -1.16699, -0.89074], [1.84730, -0.56204, 0.45820], [1.83547, 2.28479, -1.63381], [2.82911, 1.16896, -0.64712], [2.28957, 0.65390, -2.27504]], "atomic_forces_ev_per_a": [[-0.1898, 0.1286, 0.3183], [0.2042, 0.3894, 0.1597], [0.1663, -0.1038, 0.1033], [-0.2999, -0.2204, 0.1686], [-0.7476, 0.1982, -1.7427], [0.7437, -1.4207, -2.1047], [0.4150, -0.5932, -0.2466], [0.3900, 0.3375, -0.0143], [1.6596, -0.5017, 1.7861], [-3.0941, -0.2842, -1.7837], [1.1571, 1.5635, 2.9839], [-1.4622, 0.2608, 0.3139], [1.1338, 0.1191, -0.5081], [0.0329, -0.5251, 0.1926], [0.4673, 0.7852, 0.1486], [0.8169, 0.4084, 0.1422], [-1.3433, -1.4236, -0.2354], [0.0766, 0.7121, 0.3186], [0.0996, -0.2057, -0.0046], [-0.2573, 0.1238, -0.1616], [0.0312, 0.2518, 0.1658]], "relative_energy_kcal_mol": 0.00, "multiplicity": 9, "total_charge": 2, "gap_ev": [8.0, 9.6]}

***

{"formula": "C3H4FNO3", "method": "ωB97M-V/def2-TZVPD", "symbols": ["C", "C", "C", "N", "O", "O", "O", "F", "H", "H", "H", "H"], "coordinates": [[1.64607, -1.16716, -0.04862], [1.95906, -0.09587, -0.68915], [-1.40344, -0.52718, -0.22144], [-1.29867, 0.43141, 0.64497], [1.39914, -2.13303, 0.54957], [-1.66384, 0.29961, 1.80419], [-0.69111, 1.59907, 0.31102], [-1.04320, -0.32101, -1.52132], [1.64086, 0.11094, -1.70653], [2.29810, 0.79732, -0.11907], [-1.03610, 2.38264, 0.90495], [-1.80687, -1.37672, 0.09144]], "atomic_forces_ev_per_a": [[-0.1939, -1.2279, 0.7722], [0.3770, 2.4423, -0.3834], [2.0827, 4.6404, -2.4186], [-0.2203, -0.6263, -0.2796], [0.0290, 0.1942, -0.2257], [-0.5584, 0.1055, 1.6843], [0.0392, 2.5965, -0.0964], [-0.4298, -0.3173, 1.3579], [0.0843, -0.4351, 0.1890], [-0.1624, -1.0114, -0.3307], [0.4559, -2.7864, -1.1348], [-1.5034, -3.5746, 0.8659]], "relative_energy_kcal_mol": 146.21, "multiplicity": 1, "total_charge": 0, "gap_ev": 9.7}

***

{"formula": "C16H17Cl2N3", "method": "ωB97M-V/def2-TZVPD", "symbols": ["N", "C", "C", "C", "C", "C", "H", "H", "H", "H", "H", "N", "C", "C", "C", "C", "C", "H", "H", "H", "H", "H", "N", "C", "C", "C", "C", "C", "H", "H", "H", "H", "H", "C", "Cl", "Cl", "H", "H"], "coordinates": [[1.56454, 0.92108, 0.75803], [1.61036, 1.19804, 2.05608], [1.47819, 0.24421, 3.05567], [1.28648, -1.07546, 2.67653], [1.23529, -1.38718, 1.33012], [1.39166, -0.35235, 0.42013], [1.73794, 2.23561, 2.34834], [1.53054, 0.56256, 4.08771], [1.25596, -1.86793, 3.41552], [1.14071, -2.40343, 0.97954], [1.37326, -0.54697, -0.64871], [-4.53686, -0.12858, 3.19322], [-4.32087, -0.35412, 4.48159], [-3.05597, -0.39897, 5.04660], [-1.96621, -0.20604, 4.21059], [-2.17385, 0.00054, 2.86140], [-3.48206, 0.03284, 2.40335], [-5.18351, -0.49897, 5.12426], [-2.91323, -0.56753, 6.10512], [-0.97771, -0.11193, 4.64471], [-1.33226, 0.16171, 2.20044], [-3.70049, 0.23552, 1.36014], [1.52257, 2.69783, -5.76471], [1.50964, 1.37417, -5.76974], [1.28957, 0.60405, -4.63743], [1.06151, 1.24688, -3.43178], [1.04319, 2.63151, -3.42176], [1.29131, 3.30281, -4.60401], [1.67505, 0.90949, -6.73695], [1.37725, -0.47410, -4.69203], [0.88235, 0.67315, -2.53089], [0.83048, 3.18470, -2.51674], [1.32672, 4.38688, -4.62181], [0.98239, -3.17145, -2.66985], [-0.11722, -3.51083, -1.31430], [0.40300, -3.84327, -4.18951], [1.01656, -2.09415, -2.76837], [1.94373, -3.61031, -2.44048]], "atomic_forces_ev_per_a": [[0.0481, 0.1010, -0.0309], [-0.1908, 0.1020, 0.3428], [-0.0320, 0.0238, -0.2431], [0.3259, -0.1852, 0.3058], [0.2579, 0.1546, -0.0785], [-0.1374, -0.0093, -0.2078], [0.0641, 0.0280, -0.2091], [0.0194, -0.1510, 0.0541], [-0.1993, 0.0685, 0.0205], [-0.1183, -0.0294, 0.0403], [-0.0084, -0.1052, 0.0625], [-0.3209, -0.0593, -0.1042], [0.1324, -0.1327, 0.4057], [0.1801, -0.0070, -0.2269], [0.0586, 0.3285, 0.4501], [0.0988, 0.0427, -0.0351], [0.0411, 0.0973, -0.1032], [-0.1179, 0.0381, -0.1763], [-0.1068, 0.0329, 0.0190], [0.0632, -0.2836, -0.1409], [-0.0901, 0.0195, -0.1009], [0.0459, -0.0727, -0.0097], [-0.0402, 0.2127, -0.0672], [-0.0405, -0.2218, -0.1933], [0.3369, -0.1095, 0.1251], [-0.1216, -0.1051, -0.1597], [-0.1308, -0.0219, 0.2690], [0.1013, 0.2294, -0.0575], [0.0506, -0.0749, 0.0805], [-0.1976, -0.0016, -0.0732], [0.0181, 0.1145, 0.0535], [0.0870, -0.0289, 0.0220], [-0.0706, -0.0039, 0.0163], [-0.2653, 0.0432, 0.1764], [0.0320, -0.0764, -0.0937], [-0.0202, -0.0437, -0.0861], [0.1807, 0.0244, -0.0493], [0.0665, 0.0617, 0.0029]], "relative_energy_kcal_mol": 0.00, "multiplicity": 1, "total_charge": 0, "gap_ev": 10.3}